C40H25As2BiF16GeSSe | ωB97M-V/def2-TZVPD

The calculation puts the HOMO energy at -8.173 eV. The total charge is 0. The calculation puts the HOMO-LUMO gap at 7.6033 eV.

Geometry as XYZ:
```
87
Properties=species:S:1:pos:R:3:forces:R:3:lowdin_charge:R:1
Bi 1.9278 1.4225 0.6149 0.140 -0.321 -0.124 1.050
C -1.8482 4.9724 -1.9064 0.048 -0.054 0.182 -0.315
As -0.7489 3.5276 -1.1493 0.117 0.070 -0.251 1.127
C -0.0423 2.7944 -2.8271 0.095 0.095 0.058 -0.306
C -2.1270 2.1853 -0.8213 0.062 -0.189 0.335 -0.427
C -3.1325 1.9067 -1.7413 0.081 0.061 -0.035 -0.105
C -4.0649 0.9127 -1.4979 -0.171 -0.006 0.011 -0.075
C -4.0284 0.2052 -0.3069 -0.040 -0.036 -0.009 -0.066
C -3.0374 0.4689 0.6226 0.146 -0.025 0.160 -0.123
C -2.0758 1.4404 0.3676 0.064 0.070 -0.282 -0.449
As -0.5952 1.6563 1.6275 -1.080 0.375 0.267 0.959
C -0.9064 0.3598 3.0325 0.146 -0.158 -0.065 -0.276
C -1.0697 3.3276 2.5411 0.296 -0.065 -0.144 -0.270
H -2.3673 4.6654 -2.8130 0.012 -0.059 0.009 0.018
H -1.1971 5.8151 -2.1353 0.012 -0.023 -0.020 0.019
H -2.5745 5.2909 -1.1599 -0.010 0.012 -0.015 0.021
H -0.7836 2.8446 -3.6252 -0.028 -0.033 0.044 0.019
H 0.2381 1.7531 -2.6751 0.025 0.287 0.119 -0.002
H 0.8412 3.3562 -3.1325 -0.037 0.053 0.050 0.026
H -3.1804 2.4627 -2.6715 0.011 0.003 0.005 0.100
H -4.8336 0.6967 -2.2301 0.013 0.015 -0.006 0.110
H -4.7607 -0.5660 -0.1076 0.003 -0.012 0.006 0.113
H -3.0006 -0.1102 1.5367 0.002 -0.043 -0.059 0.093
H -0.8773 -0.6381 2.5983 -0.008 -0.001 -0.005 0.010
H -1.8530 0.5352 3.5407 -0.032 0.090 -0.087 0.043
H -0.0881 0.4544 3.7467 -0.005 0.023 -0.014 0.027
H -2.1398 3.4874 2.4239 -0.015 -0.090 -0.008 0.037
H -0.5236 4.1570 2.0955 0.023 -0.044 -0.039 -0.019
H -0.8171 3.2521 3.5976 0.051 -0.039 -0.012 0.033
F 2.7976 -1.4928 -1.9123 0.156 -0.051 -0.070 0.056
C 2.4308 -2.3132 -2.9087 -0.188 0.044 0.038 -0.221
C 1.1227 -2.7531 -2.9978 -0.141 0.063 0.269 -0.127
C 0.8186 -3.5914 -4.0560 0.068 0.091 0.136 -0.226
F -0.4262 -4.0845 -4.1677 0.047 -0.056 -0.067 0.099
C 1.7562 -3.9735 -4.9965 -0.075 -0.038 -0.060 -0.137
F 1.4246 -4.7743 -6.0100 0.020 -0.014 0.006 0.127
C 3.0586 -3.5198 -4.8737 -0.084 0.038 0.077 -0.132
F 3.9750 -3.8794 -5.7648 0.054 -0.022 -0.043 0.138
C 3.4013 -2.6890 -3.8212 0.026 0.023 0.008 -0.138
F 4.6583 -2.2596 -3.6995 0.011 0.028 -0.013 0.124
Ge -0.3045 -2.3106 -1.6705 -0.138 -0.678 -0.655 0.642
S 0.1334 -0.9445 -0.1276 0.058 0.202 0.315 0.181
C -0.8257 -4.0342 -0.8202 0.151 0.263 -0.017 -0.128
C -0.0355 -5.1698 -0.8076 -0.271 0.125 -0.012 -0.211
F 1.1101 -5.2047 -1.5002 0.080 -0.125 -0.016 0.101
C -0.3806 -6.2980 -0.0829 0.030 0.042 -0.033 -0.140
F 0.3989 -7.3791 -0.0955 -0.001 -0.053 0.019 0.126
C -1.5403 -6.2901 0.6713 0.033 0.012 0.011 -0.132
F -1.8738 -7.3600 1.3855 -0.038 -0.061 0.018 0.136
C -2.3392 -5.1594 0.7047 -0.034 0.112 -0.003 -0.138
F -3.4409 -5.1393 1.4568 -0.013 -0.045 0.020 0.124
C -1.9614 -4.0521 -0.0287 0.243 -0.007 -0.081 -0.245
F -2.7058 -2.9405 0.0604 -0.174 -0.049 0.029 0.075
C -1.7665 -1.7586 -2.9238 0.252 0.187 0.157 -0.111
C -1.4798 -0.6122 -3.6451 -0.024 -0.108 0.171 -0.231
F -0.2800 -0.0266 -3.4681 -0.131 -0.224 -0.228 0.046
C -2.3573 -0.0326 -4.5393 -0.012 -0.097 0.066 -0.152
F -2.0475 1.0971 -5.1779 -0.003 0.060 -0.087 0.117
C -3.5826 -0.6413 -4.7494 0.120 -0.027 0.069 -0.144
F -4.4526 -0.1113 -5.6026 -0.080 0.049 -0.048 0.135
C -3.8965 -1.8056 -4.0701 -0.061 -0.034 0.040 -0.143
F -5.0747 -2.3927 -4.2869 -0.014 -0.013 -0.016 0.126
C -2.9916 -2.3497 -3.1724 0.189 0.076 -0.065 -0.215
F -3.3310 -3.5003 -2.5843 -0.066 -0.025 0.061 0.110
F 3.7588 -2.4692 5.2807 0.024 -0.041 0.035 0.067
C 3.3790 -1.6241 4.3080 -0.055 0.065 -0.101 -0.281
C 3.0762 -2.1316 3.0592 0.052 -0.033 0.071 0.001
C 2.6849 -1.2519 2.0612 0.101 0.016 -0.028 -0.166
C 2.5796 0.1143 2.3190 -0.091 0.005 -0.119 -0.454
C 2.8926 0.5913 3.5876 -0.074 0.124 -0.067 -0.141
C 3.3028 -0.2748 4.5911 -0.005 0.065 0.065 -0.004
H 3.1464 -3.1961 2.8790 0.025 0.010 -0.003 0.123
H 2.4526 -1.6452 1.0802 -0.060 -0.008 0.018 0.040
H 2.8181 1.6488 3.8057 -0.008 -0.034 0.038 0.065
H 3.5594 0.0907 5.5766 -0.019 -0.039 0.016 0.121
Se 2.5416 3.8914 1.4171 0.229 0.468 0.343 0.466
C 2.7786 4.3211 3.2998 -0.069 -0.295 -0.516 -0.633
C 1.8889 5.2125 3.8864 0.000 -0.006 0.039 -0.148
C 2.1200 5.6662 5.1770 -0.012 0.016 0.054 -0.085
C 3.2300 5.2270 5.8843 -0.035 0.016 0.014 -0.089
C 4.1069 4.3248 5.3001 0.030 -0.014 0.019 -0.082
C 3.8906 3.8772 4.0041 0.082 0.101 0.083 -0.159
H 1.0371 5.5732 3.3243 0.004 -0.016 0.015 0.087
H 1.4338 6.3705 5.6299 0.005 0.013 -0.016 0.104
H 3.4209 5.6024 6.8811 -0.028 -0.046 0.020 0.102
H 4.9727 3.9798 5.8513 0.019 0.012 -0.032 0.105
H 4.6027 3.2123 3.5337 -0.024 -0.025 -0.019 0.101
```
Forces are in eV/Å.

C25H43Br2F3N3O6S2 | ωB97M-V/def2-TZVPD

The calculation puts the HOMO energy (spin up / spin down) at -6.153 / -6.153 eV. The total charge is -1. The calculation puts the HOMO-LUMO gap (spin up / spin down) at 8.1178 / 7.9355 eV. Its spin multiplicity is 3.

Geometry as XYZ:
```
84
Properties=species:S:1:pos:R:3:forces:R:3:lowdin_charge:R:1
C 7.3353 -1.0512 -1.8754 0.906 -0.405 -0.140 0.110
C 6.2513 -0.6731 -1.5721 -0.572 0.204 0.311 -0.184
C 4.9401 -0.2961 -1.0900 0.211 -0.176 -0.286 -0.260
S 4.3260 1.0735 -2.1057 -0.082 0.399 -0.717 0.506
O 5.3092 2.1125 -1.9755 0.020 0.327 0.459 -0.321
O 4.2005 0.5225 -3.4305 -0.250 -0.195 -0.067 -0.334
N 2.8580 1.5400 -1.6094 0.616 -1.151 0.469 -0.304
S 2.4278 1.2947 -0.1103 -0.213 1.986 0.156 0.476
O 1.2812 2.1429 0.1405 -0.529 -0.243 -0.171 -0.344
O 3.4767 1.4940 0.8700 0.417 -0.843 0.134 -0.347
C 1.7600 -0.3617 0.0808 -0.266 0.002 -0.183 -0.216
C 0.5660 -0.5631 -0.8474 0.185 0.086 0.050 -0.217
C 0.8864 -1.3413 -2.1210 -0.431 0.147 -0.217 -0.804
F 2.1941 -1.3024 -2.4388 0.071 -0.141 -0.112 -0.003
Br 0.3968 -3.2175 -1.8476 0.043 0.049 -0.034 0.774
C 0.1048 -0.7207 -3.3292 0.048 -0.371 -0.442 -0.892
F -1.1464 -0.4071 -2.9290 0.293 -0.005 -0.128 0.034
F 0.7332 0.3864 -3.7357 -0.396 -0.291 0.392 0.074
Br -0.0712 -1.8922 -4.9090 0.122 0.304 0.356 0.726
H 8.3024 -1.4261 -2.0783 0.180 0.028 -0.189 0.015
H 5.0224 -0.0309 -0.0443 -0.278 0.253 0.165 0.091
H 4.2997 -1.1563 -1.2411 -0.380 -0.016 0.076 0.083
H 1.3845 -0.3755 1.0954 0.139 0.064 0.330 0.102
H 2.5099 -1.1328 -0.0255 0.248 -0.063 -0.013 0.087
H -0.2109 -1.0965 -0.3199 -0.192 -0.124 0.074 0.094
H 0.1449 0.4073 -1.0846 0.064 0.240 -0.162 0.108
C -6.4051 -4.3165 -1.7111 -0.013 -0.191 -0.007 -0.036
C -5.2252 -3.8528 -2.5902 -1.115 0.245 0.791 -0.494
C -5.6160 -3.9232 -4.0646 0.118 -0.236 -0.373 -0.133
C -5.7305 -5.3563 -4.5824 0.077 -0.006 0.069 -0.174
C -4.4466 -6.1388 -4.3036 -0.158 0.326 -0.319 -0.132
C -3.9796 -6.0702 -2.8482 -0.288 -1.208 0.644 -0.494
N -4.0023 -4.6697 -2.3321 0.547 0.485 -1.730 -0.085
O -2.9511 -4.0324 -2.7324 0.083 -0.029 0.577 -0.044
C -4.8459 -6.9882 -1.9641 -0.214 0.083 0.009 -0.035
C -2.5614 -6.6234 -2.7547 0.313 0.222 -0.053 -0.043
C -4.9604 -2.4051 -2.1933 0.378 0.191 -0.083 -0.039
H -7.1500 -3.5238 -1.6461 0.076 0.104 -0.046 0.083
H -6.9283 -5.1868 -2.1014 0.066 -0.016 0.020 0.057
H -6.0717 -4.5392 -0.6971 0.030 -0.008 -0.005 0.092
H -4.8710 -3.3897 -4.6631 0.084 -0.002 0.104 0.128
H -6.5632 -3.3983 -4.2075 -0.015 0.043 0.094 0.124
H -6.5918 -5.8637 -4.1388 0.012 0.025 0.045 0.100
H -5.9123 -5.3379 -5.6589 -0.022 -0.020 0.002 0.111
H -4.5854 -7.1867 -4.5785 0.056 -0.051 0.067 0.123
H -3.6555 -5.7502 -4.9523 0.048 0.069 0.105 0.125
H -4.6173 -6.8329 -0.9091 0.000 0.040 0.002 0.092
H -4.6377 -8.0324 -2.1973 0.117 0.021 -0.069 0.083
H -5.9157 -6.8544 -2.1075 0.039 0.053 0.021 0.058
H -1.8802 -6.1258 -3.4422 -0.030 0.099 0.080 0.081
H -2.5701 -7.6832 -3.0082 -0.111 -0.043 0.003 0.085
H -2.1642 -6.5179 -1.7443 -0.017 0.027 0.005 0.093
H -4.6919 -2.3329 -1.1382 0.024 -0.021 -0.002 0.095
H -5.8629 -1.8167 -2.3561 -0.101 -0.078 0.011 0.086
H -4.1637 -1.9524 -2.7801 0.053 -0.105 0.041 0.079
C 4.1035 4.1301 3.6206 0.112 0.178 0.029 -0.026
C 2.6346 3.9826 4.0668 1.254 -0.501 -0.474 -0.484
C 1.7122 4.2938 2.8965 -0.381 0.352 -0.225 -0.126
C 1.6901 5.7771 2.5353 0.008 0.029 0.165 -0.165
C 1.3528 6.6351 3.7564 -0.206 -0.272 -0.348 -0.136
C 2.2227 6.3369 4.9807 0.920 0.987 0.133 -0.498
N 2.3258 4.8696 5.2347 -1.810 -0.121 -0.543 -0.088
O 1.2757 4.4506 5.8646 0.468 -0.090 0.370 -0.031
C 3.6229 6.9541 4.8012 0.122 -0.082 -0.162 -0.038
C 1.6220 7.0270 6.2012 -0.260 -0.166 0.224 -0.055
C 2.4862 2.5201 4.4634 -0.346 -0.169 0.309 -0.039
H 4.3922 3.2644 3.0264 -0.133 -0.064 -0.013 0.083
H 4.2850 4.9957 2.9878 -0.016 0.003 0.050 0.061
H 4.7713 4.1836 4.4831 -0.028 0.019 0.019 0.089
H 0.6915 3.9750 3.1334 0.041 -0.013 0.144 0.131
H 2.0163 3.7089 2.0291 0.075 -0.130 0.021 0.103
H 2.6469 6.0864 2.1065 0.014 -0.033 0.013 0.104
H 0.9430 5.9457 1.7580 0.024 0.008 -0.024 0.114
H 1.4535 7.6942 3.5048 0.033 0.044 0.102 0.120
H 0.3010 6.4766 4.0160 0.042 -0.088 0.101 0.121
H 4.2943 6.6227 5.5947 -0.007 -0.043 -0.004 0.089
H 3.5590 8.0416 4.8536 -0.129 0.005 0.054 0.080
H 4.0823 6.7233 3.8439 -0.020 -0.058 0.050 0.059
H 0.5776 6.7604 6.3506 0.055 -0.112 0.013 0.076
H 1.6702 8.1072 6.0645 0.075 0.028 -0.092 0.081
H 2.1732 6.7732 7.1083 0.006 -0.028 -0.015 0.088
H 3.1565 2.2686 5.2886 -0.011 0.031 0.012 0.089
H 2.7436 1.8971 3.6075 0.071 0.093 -0.087 0.078
H 1.4683 2.2707 4.7589 0.016 0.107 0.065 0.078
```
Forces are in eV/Å.

no.,total energy (eV)
1,-345577.4372
2,-213282.0550